Below is a cluster of 2 separate species, C8H4F4INS in total at a distorted geometry, with properties calculated with ωB97M-V/def2-TZVPD.

```
19
C8H4F4INS | OMol25 | ωB97M-V/def2-TZVPD
C -0.019 2.057 -0.972
C -0.163 0.766 -1.579
C -0.114 2.139 0.368
C -0.215 -0.346 -0.773
C -0.007 -0.234 0.611
C -0.029 1.016 1.253
C 0.061 -0.781 2.826
C -0.535 -1.748 -1.377
N 0.094 -1.292 1.600
F 0.269 -1.448 3.959
F -1.034 -1.881 -2.603
F 0.441 -2.663 -1.276
F -1.506 -2.301 -0.539
S 0.089 0.946 2.914
I 2.962 1.497 -2.421
H -0.052 2.975 -1.619
H -0.123 0.593 -2.728
H -0.143 3.037 0.997
H 0.026 -2.332 1.361
```

Output
Relative energy (zero: lowest compared OMol25 entry of this formula, charge and spin) (eV): 1.485
LUMO energy (alpha / beta) (eV): -1.9 / -1.9
HOMO-LUMO gap (alpha / beta) (eV): 4.683 / 4.684
2S+1: 1
E (hartree): -1457.29157
HOMO (alpha / beta) (eV): -6.55 / -6.56

In elementary charge units, the Löwdin charges are: C -0.1527; C -0.1041; C -0.0847; C -0.0801; C -0.1557; C -0.4823; C -0.5095; C -0.5107; N 0.1878; F 0.1037; F 0.1731; F 0.1406; F 0.0673; S 1.2465; I -0.4499; H 0.1306; H 0.1391; H 0.1187; H 0.2222

---

Below is a structure of composition CN4OP at a distorted geometry, with properties calculated with ωB97M-V/def2-TZVPD.

```
7
CN4OP | OMol25 | ωB97M-V/def2-TZVPD
C 0.732 0.059 0.616
N -1.061 0.687 1.503
N 0.197 0.320 1.786
N -0.185 0.247 -0.356
N -1.326 0.656 0.255
O 0.579 -1.621 -2.172
P 1.064 -0.347 -1.632
```

Output
Relative energy (zero: lowest compared OMol25 entry of this formula, charge and spin) (eV): 1.161
LUMO energy (eV): 4.1
Net charge: -1
HOMO-LUMO gap (eV): 8.532
2S+1: 1
E (hartree): -673.71990
HOMO (eV): -4.43

In elementary charge units, the Löwdin charges are: C -0.4592; N -0.1591; N -0.1028; N -0.3525; N -0.1016; O -0.5720; P 0.7471